The following is a quantum chemistry calculation of an isolated molecule of C5H12N2O at a distorted geometry, from the Open Molecules 2025 dataset.

Structure (XYZ):
```
20
C5H12N2O | the Open Molecules 2025 dataset | ωB97M-V with the def2-TZVPD basis set
O 1.211 0.552 -1.836
N 1.322 -1.641 -2.527
N 0.101 -1.045 -0.669
C 0.192 2.171 1.237
C 0.870 -0.605 -1.680
C -1.633 -0.791 1.039
C -0.580 -0.058 0.210
C 0.434 0.653 1.118
H 0.858 2.689 0.553
H -2.569 -0.903 0.496
H 2.081 -1.275 -3.086
H 1.434 0.482 0.747
H -0.026 -2.027 -0.489
H -0.774 2.477 0.812
H -1.899 -0.139 1.873
H -1.253 -1.735 1.448
H 0.393 0.180 2.105
H 0.610 -2.055 -3.112
H 0.324 2.496 2.268
H -1.096 0.574 -0.506
```

**E_LUMO**: 0.93 eV
**SMILES string**: CC[C@H](C)NC(N)=O
**Kohn-Sham gap**: 10.58 eV
**Energy above the lowest of the compared OMol25 structures with the same formula, charge and spin**: 9.11 kcal per mole
**HOMO level**: -9.65 eV

=====

The following is a quantum chemistry calculation of an isolated molecule of C5H12O at a distorted geometry, from the Open Molecules 2025 dataset.

Structure (XYZ):
```
18
C5H12O | the Open Molecules 2025 dataset | ωB97M-V with the def2-TZVPD basis set
O 0.520 -1.674 0.564
C -0.560 -0.375 -1.918
C -1.432 0.158 0.646
C 0.112 -0.347 0.815
C 1.244 0.371 1.574
C 0.106 0.405 -0.770
H 2.146 0.374 0.919
H -0.487 -1.447 -1.715
H -1.619 -0.139 -2.114
H 0.957 1.407 1.737
H 1.396 -1.590 0.123
H -0.139 1.487 -0.863
H 1.588 -0.047 2.535
H 1.161 0.286 -0.816
H -0.013 -0.167 -2.847
H -1.587 0.819 1.478
H -1.875 0.752 -0.222
H -2.023 -0.739 0.640
```

**E_LUMO**: 0.94 eV
**SMILES string**: CCC(C)(C)O
**Kohn-Sham gap**: 9.17 eV
**Energy above the lowest of the compared OMol25 structures with the same formula, charge and spin**: 82.31 kcal per mole
**HOMO level**: -8.24 eV